No. 1
Entry from the OMol25 dataset: a molecular structure, C15H29N3O3S3SiZn (ωB97M-V/def2-TZVPD).

The value obtained for the largest force on an atom is 0.46 eV Å⁻¹. The energy above the lowest of the compared OMol25 structures with the same formula, charge and spin is 0.4302 eV. For the total energy, the calculation gives -4242.47095 hartree. As for the gap between HOMO and LUMO: 7.82 eV. Its LUMO energy is 0.272 eV. The net charge is 0.

Last column: natural (NBO) charge in e.
CARTESIAN COORDINATES (ANGSTROEM)
N -0.063487 1.384337 -0.103423  -0.67
H -2.721522 0.586192 4.295184  0.24
N 2.163972 -1.104545 -0.760543  -0.69
C -3.808725 1.277641 -1.686668  -0.90
H 2.471199 -2.187369 -3.428231  0.22
H 3.005328 -2.984704 -0.223626  0.18
H 1.407069 0.445046 5.509923  0.23
H -0.419888 3.977944 2.663535  0.21
H 2.362094 -0.531758 0.050338  0.40
H -0.810791 -2.800528 -1.257528  0.41
C 2.028456 -2.497009 -0.338673  -0.24
O -3.219977 -0.209511 -3.754640  -0.98
O -2.119153 -0.709650 -1.630173  -1.12
C -0.226220 0.955926 1.169688  0.11
C -0.278476 -2.790253 -3.238434  -0.24
H -3.592849 2.333808 -1.824218  0.24
H -0.206376 4.699666 0.297517  0.22
C -0.199484 3.652253 0.562343  -0.31
C -0.073045 2.686921 -0.405473  0.07
H 1.791179 -3.607077 -2.171855  0.18
S 1.041477 -0.267515 -3.512895  0.22
C 2.601342 -1.126597 -3.229593  -0.56
H 0.331976 -3.615377 -3.611257  0.18
H -0.995073 -1.019963 -4.299853  0.28
H -3.746511 1.015296 -0.633489  0.25
C 3.137810 -0.861868 -1.817036  -0.23
Zn -0.093760 -0.376917 -1.205660  1.60
H 3.326963 -0.751169 -3.950822  0.23
Si -0.379387 1.368596 4.043846  1.65
H 0.902013 -4.253547 -0.818853  0.20
C -0.341876 1.885082 2.232009  -0.53
N 0.011261 -2.593762 -1.811088  -0.72
H -1.635488 -0.764523 3.948135  0.26
H 3.447546 0.182729 -1.755793  0.21
H 2.093195 1.293739 4.115962  0.23
C 1.186790 -3.320542 -1.312636  -0.23
H 4.038428 -1.474280 -1.678575  0.19
H -0.674885 2.660262 6.117109  0.24
H 0.158712 3.654090 4.927302  0.23
H 0.295838 -1.872872 -5.124154  0.22
H 1.397465 -0.321320 3.914394  0.25
C -1.729755 0.173943 4.493485  -1.12
C -0.056997 -1.554528 -4.143503  -0.56
H -4.789287 1.032109 -2.084324  0.25
S -2.586170 0.349369 -2.584211  2.39
H 0.017233 2.924074 -1.458159  0.22
S -0.292903 -0.774176 1.334124  -0.48
H -1.319058 -3.089314 -3.359179  0.23
H -1.588127 3.399017 4.801177  0.24
C -0.321705 3.227675 1.887542  -0.12
C -0.639267 2.919837 5.056388  -1.12
O -1.467417 1.255958 -2.846850  -1.03
C 1.288316 0.629913 4.439561  -1.12
H 1.548936 -2.482358 0.636162  0.24
H -1.656933 -0.028401 5.565715  0.23

Cartesian forces (eV/Å) of the 2 atoms listed first:
N -0.10 -0.13 -0.13
H 0.01 0.00 0.00


No. 2
Entry from the OMol25 dataset: 2 unconnected molecules or ions with the total composition C4H8BrN2 at a distorted geometry (ωB97M-V/def2-TZVPD).

The value obtained for the largest force on an atom is 5.13 eV Å⁻¹. The energy above the lowest of the compared OMol25 structures with the same formula, charge and spin is 5.1721 eV. For the total energy, the calculation gives -2840.33005 hartree. As for the gap between HOMO and LUMO: 10.11 eV. Its LUMO energy is -4.599 eV. The net charge is +1.

Last column: natural (NBO) charge in e.
CARTESIAN COORDINATES (ANGSTROEM)
C 0.473382 -2.200932 0.172748  0.18
N 0.480874 0.165839 0.392321  -0.47
C 1.639369 -0.461094 -0.543306  0.07
H 0.097005 -3.198117 0.139346  0.24
Br 3.384761 0.145221 0.141069  0.14
H 1.097963 0.456017 1.254764  0.48
N 1.395488 -1.764268 -0.570340  -0.45
C -0.439899 -1.017807 0.588698  -0.30
H -1.202579 1.356981 -0.613558  0.27
H -0.594170 -1.029367 1.658383  0.25
H 0.522883 1.768207 -1.106133  0.26
H -0.240278 2.338378 0.500871  0.26
H -1.439484 -1.047385 0.128927  0.27
C -0.132903 1.364706 -0.257603  -0.48
H 1.539696 0.120242 -2.081444  0.28

Cartesian forces (eV/Å) of the 2 atoms listed first:
C -1.75 2.47 -1.57
N 0.79 0.74 -0.72


No. 3
Entry from the OMol25 dataset: a gas-phase ion, C20H32ClN2O5S (charge +1) at a distorted geometry (ωB97M-V/def2-TZVPD).

The value obtained for the largest force on an atom is 1.06 eV Å⁻¹. Its structure (SMILES) is CN(C[C@@H](O)COc1ccc(S(=O)(=O)[NH+]2CCOCC2)cc1Cl)C1CCCCC1. The energy above the lowest of the compared OMol25 structures with the same formula, charge and spin is 0.6602 eV. For the total energy, the calculation gives -2125.10597 hartree. As for the gap between HOMO and LUMO: 7.30 eV. Its LUMO energy is -3.399 eV. The net charge is +1.

Last column: natural (NBO) charge in e.
CARTESIAN COORDINATES (ANGSTROEM)
H 5.546181 5.902780 3.893010  0.22
H -2.834796 -3.084444 -3.114886  0.24
H 4.689265 4.459061 4.435062  0.19
H 7.208099 4.513143 2.713770  0.20
H -1.049367 -3.450815 -0.753198  0.26
H -2.008167 -1.565259 -2.668396  0.24
O 1.316941 -0.258152 1.275913  -0.44
C 6.242586 2.621993 3.053251  -0.39
C 4.491360 4.862983 2.328345  -0.42
H 7.164332 2.054904 2.913928  0.22
H 5.086978 5.320991 1.537601  0.20
C 1.088900 2.139421 0.763029  0.07
C -5.573156 -1.641498 -4.001181  -0.09
C 4.144226 3.417846 1.948800  -0.03
H 1.670251 3.712308 2.122753  0.20
H 6.038442 3.061052 0.964770  0.20
C -2.290995 -0.749118 0.889907  -0.16
C -1.106809 -0.166269 1.293918  -0.25
C 5.295017 4.874937 3.626019  -0.40
H 3.598388 5.087673 -0.284934  0.18
C -3.298116 -1.414210 -4.415588  -0.08
N 3.259641 3.271032 0.790546  -0.49
C 1.845927 3.450649 1.075940  -0.24
H 5.667398 2.134807 3.844447  0.19
H 3.067013 3.697005 -1.241147  0.20
H 3.575135 5.447013 2.448147  0.21
O 1.358655 1.682775 -0.532606  -0.72
H -6.103734 -1.995360 -1.911677  0.25
H -5.716477 -0.552818 -3.919356  0.17
C 0.132733 -1.939571 0.200000  -0.08
C -5.308340 -2.241720 -2.615693  -0.29
H 3.609597 2.972101 2.797220  0.18
H 0.947390 1.184322 2.737263  0.19
C 1.486788 1.052227 1.794393  -0.11
O -4.514675 -1.933582 -4.876326  -0.49
H 2.322934 1.675106 -0.625700  0.48
H 4.716598 3.749098 -0.620080  0.21
H -3.345189 -0.315671 -4.350147  0.17
N -4.026746 -1.734464 -2.090700  -0.55
H -6.467172 -2.086349 -4.438950  0.24
H -2.543701 -1.694396 -5.151539  0.23
C -1.048107 -2.525172 -0.202122  -0.19
H 2.561916 1.115861 1.973226  0.22
H -4.109230 -0.731041 -1.907338  0.43
H 5.192645 1.593794 1.463329  0.21
H 1.418081 4.244624 0.455459  0.21
Cl 1.636918 -2.652722 -0.196478  0.08
C 0.128402 -0.730094 0.946080  0.37
C 3.683197 3.999151 -0.394881  -0.42
C -2.246842 -1.910090 0.137797  -0.44
H -5.218228 -3.328122 -2.688507  0.24
H 0.009851 2.323451 0.790787  0.17
H -1.140680 0.725038 1.897640  0.24
S -3.751671 -2.638186 -0.395054  2.29
C 5.435239 2.617270 1.757428  -0.41
O -3.627247 -3.976056 -0.840761  -0.87
H 7.122983 4.045585 4.412405  0.22
C 6.570884 4.052367 3.471482  -0.40
H -3.243799 -0.329378 1.168734  0.25
O -4.893107 -2.179801 0.309854  -0.87
C -2.937774 -1.999239 -3.039985  -0.28

Cartesian forces (eV/Å) of the 2 atoms listed first:
H -0.06 0.00 0.08
H -0.01 0.09 0.04


No. 4
Entry from the OMol25 dataset: 6 unconnected molecules or ions with the total composition C35H35B4O18PS at a distorted geometry (ωB97M-V/def2-TZVPD).

The value obtained for the largest force on an atom is 1.21 eV Å⁻¹. Its structure (SMILES) is CB(O)B1OB(CCCCS(=O)(=O)O)OB([PH2]=O)O1.O=C1C=CC(=O)C=C1.O=C1C=CC(=O)C=C1.O=C1C=CC(=O)C=C1.O=C1C=CC(=O)C=C1.O=C1C=CC(=O)C=C1. For the total energy, the calculation gives -3548.11261 hartree. As for the gap between HOMO and LUMO: 7.76 eV. Its LUMO energy is -2.043 eV. The net charge is 0.

Last column: Löwdin charge in e.
CARTESIAN COORDINATES (ANGSTROEM)
H 1.166729 -5.203518 -0.439615  0.08
H -0.960413 2.989599 0.857760  0.09
O 4.426913 -1.247915 4.634034  0.15
H 6.392026 4.654642 6.529406  0.12
C -0.396214 1.923249 -5.641900  0.03
C 1.243506 3.145297 -4.125015  0.02
O 1.869055 0.685849 0.263434  0.23
C -6.499496 -0.016328 -5.479370  0.03
C 2.033394 -1.940143 4.138945  0.01
O -3.252733 0.995174 -6.481215  0.09
C 0.327607 1.729727 2.063362  -0.03
C 8.148760 3.350443 6.414101  -0.38
B 2.518514 -0.540514 0.307342  -0.59
O 0.195662 0.098543 -2.656630  0.06
C 0.479171 3.101164 -5.401156  -0.38
C -2.121650 1.289609 1.341920  -0.21
H -1.116057 0.078040 -4.898124  0.11
C 6.760912 3.751244 6.061071  0.03
H -2.545495 1.760658 2.226706  0.11
C 2.218158 -6.909932 0.223175  0.03
C -5.374366 4.278588 -2.589827  -0.39
C 6.570686 1.797366 4.598004  -0.35
O -6.172388 4.228527 -3.499907  0.10
H -3.804037 5.242077 -3.775579  0.12
O -3.611149 0.136477 3.610419  -0.27
H 1.689865 2.167259 -2.293817  0.12
H -0.434904 1.541985 0.034928  0.10
H -2.150639 5.332547 -1.904242  0.12
H -2.806177 1.510574 0.519456  0.11
C 1.149102 2.163887 -3.232645  0.03
H -1.113605 -0.596284 1.872391  0.09
C 0.278131 0.988794 -3.480815  -0.37
H -2.282454 -0.735863 0.553396  0.11
H 1.479346 -2.208245 3.230984  0.06
H 9.697808 1.841324 6.061822  0.12
B 3.348009 -1.141941 3.804625  -0.35
H 1.479934 -1.733531 -1.957107  -0.01
C 1.124519 -6.177731 0.031456  0.02
C -0.281383 -7.980727 1.140137  0.01
O -7.207594 -2.222335 -5.059085  0.12
B 1.704236 1.218460 1.553958  -0.52
C -0.770637 1.924140 1.004130  -0.19
S -3.331370 -0.847614 2.615387  0.60
C 6.029251 3.030511 5.216467  0.03
C 0.810763 -8.716490 1.323779  0.02
O 3.604004 -0.709238 1.121592  0.26
C -0.205987 -6.651297 0.481123  -0.39
H -5.621853 1.863042 -5.913736  0.12
H -0.950420 1.912412 -6.569409  0.11
C -3.477734 4.384299 -0.442985  -0.38
H -2.970075 -1.580530 -6.305901  0.12
H 2.213589 -2.836392 4.729828  0.07
C -6.304023 -1.486422 -5.384231  -0.38
C 7.953623 1.392980 4.944299  0.03
O -1.200807 -5.971617 0.328045  0.09
O 5.897657 1.139454 3.825910  0.10
H -5.044747 3.419159 0.744140  0.13
C -3.959937 -1.213241 -6.064227  0.02
H 1.379902 -1.261881 4.699686  0.08
H -7.489721 0.350175 -5.240966  0.12
B 3.338602 -0.167812 2.405829  -0.35
C -3.142315 4.913778 -1.788177  0.02
C -4.022114 4.865148 -2.784299  0.02
C -4.159390 0.254231 -6.158029  -0.38
O -2.673841 4.409767 0.464679  0.09
O 2.821070 1.134697 2.391784  0.27
H 5.017256 3.298099 4.940054  0.13
O 8.815399 4.007150 7.180458  0.12
H 0.012109 0.974156 2.798933  0.12
O 3.138800 -8.915257 1.053903  0.10
H 0.786899 -9.687388 1.802264  0.12
C 8.686337 2.112971 5.788745  0.03
H -1.264727 -8.303364 1.458267  0.12
O 0.566880 3.997194 -6.210565  0.11
H 0.476675 2.631599 2.660536  0.13
P 1.719475 -2.062313 -0.622575  0.80
C -5.504820 0.789909 -5.838531  0.02
H 0.423873 -2.084443 -0.053141  0.01
H 3.198989 -6.573121 -0.086890  0.12
C -4.828057 3.799850 -0.246373  0.02
O -4.384445 -1.437585 1.838092  -0.28
C -5.708178 3.751316 -1.242015  0.03
O 2.442706 -3.347602 -0.398108  -0.46
H 1.870667 4.014678 -3.973280  0.12
H 4.935557 -0.435923 4.576938  0.05
O -2.549702 -2.001725 3.384746  -0.15
H -4.835301 -3.094444 -5.629240  0.12
C -4.953280 -2.021102 -5.705304  0.03
C -0.484641 0.943526 -4.747123  0.02
H 8.319575 0.488874 4.474646  0.13
H -6.698316 3.329477 -1.125247  0.12
C 2.148472 -8.238497 0.880365  -0.39
C -2.072668 -0.233769 1.498293  -0.22
H -2.170317 -2.599623 2.740649  0.08

Cartesian forces (eV/Å) of the 2 atoms listed first:
H 0.05 0.00 0.05
H 0.11 -0.12 0.02


No. 5
Entry from the OMol25 dataset: 2 unconnected molecules or ions with the total composition C4H10O4 at a distorted geometry (ωB97M-V/def2-TZVPD).

The value obtained for the largest force on an atom is 2.22 eV Å⁻¹. Its structure (SMILES) is C[C@@H](O)CC(=O)O.O. The energy above the lowest of the compared OMol25 structures with the same formula, charge and spin is 0.5687 eV. For the total energy, the calculation gives -459.36790 hartree. As for the gap between HOMO and LUMO: 10.81 eV. Its LUMO energy is 0.643 eV. The net charge is 0.

Last column: natural (NBO) charge in e.
CARTESIAN COORDINATES (ANGSTROEM)
H -0.935231 -1.222489 2.175054  0.23
O 0.196269 2.280810 1.749344  -0.57
C -1.504055 -0.965931 1.285648  -0.65
O 1.779670 0.675478 1.469812  -0.72
H -2.079166 -0.045501 1.379843  0.22
H 0.446149 -1.385155 0.355787  0.18
H 2.116927 0.711527 -3.337755  0.47
H 0.939477 -0.210231 -3.280790  0.48
H -2.075361 -1.857438 1.027032  0.21
H 2.372600 1.333433 1.824413  0.49
H 0.657138 0.817763 -0.938621  0.29
C -0.005133 0.670961 -0.086790  -0.56
O 1.607733 0.177653 -2.705164  -0.94
O -0.981534 -1.280020 -1.094900  -0.73
H -0.867789 1.313476 -0.321303  0.22
H -1.846622 -1.604460 -0.816829  0.46
C -0.425210 -0.747666 0.162238  0.11
C 0.604136 1.337789 1.152979  0.81

Cartesian forces (eV/Å) of the 2 atoms listed first:
H -0.34 0.31 0.46
O -0.03 0.49 0.23


No. 6
Entry from the OMol25 dataset: C4H13N3 in the gas phase at a distorted geometry (ωB97M-V/def2-TZVPD).

The value obtained for the largest force on an atom is 1.92 eV Å⁻¹. Its structure (SMILES) is NCCCNCN. The energy above the lowest of the compared OMol25 structures with the same formula, charge and spin is 1.4298 eV. For the total energy, the calculation gives -324.42239 hartree. As for the gap between HOMO and LUMO: 9.71 eV. Its LUMO energy is 0.920 eV. The net charge is 0.

Last column: natural (NBO) charge in e.
CARTESIAN COORDINATES (ANGSTROEM)
N 1.103703 -2.915036 -0.261399  -0.81
C -1.203008 1.375531 0.055740  -0.06
C 0.991372 -0.400288 -0.662918  -0.44
H 1.730842 1.219133 0.607549  0.17
H 1.857711 -2.569800 0.308037  0.34
H -0.181997 1.799162 1.634498  0.35
H 1.337872 -0.338886 1.347108  0.18
H 2.070630 -0.521611 -0.803697  0.21
H -1.563237 0.490922 -0.468939  0.17
N -0.291224 0.924263 1.145065  -0.63
H -0.388879 -1.601751 0.425505  0.20
H -0.635914 2.011986 -0.633567  0.14
H -2.381164 2.991876 0.677194  0.35
N -2.400450 1.966051 0.642393  -0.82
C 0.974301 0.427968 0.648808  -0.22
C 0.222448 -1.746649 -0.463562  -0.23
H -3.120445 1.875482 -0.081337  0.35
H 1.564563 -3.150087 -1.122524  0.34
H 0.681040 0.017081 -1.627744  0.20
H -0.368165 -1.855346 -1.366210  0.19

Cartesian forces (eV/Å) of the 2 atoms listed first:
N -0.57 0.43 0.13
C 0.33 -0.81 0.74


No. 7
Entry from the OMol25 dataset: C4H5NO in the gas phase (ωB97M-V/def2-TZVPD).

The value obtained for the largest force on an atom is 0.30 eV Å⁻¹. The energy above the lowest of the compared OMol25 structures with the same formula, charge and spin is 3.3492 eV. For the total energy, the calculation gives -285.29151 hartree. As for the gap between HOMO and LUMO: 7.77 eV. Its LUMO energy is -0.966 eV. The net charge is 0.

Last column: natural (NBO) charge in e.
CARTESIAN COORDINATES (ANGSTROEM)
H 3.148753 0.355808 0.113375  0.40
H -3.051885 0.373104 0.809303  0.20
H -2.396861 0.473360 -0.931945  0.21
C -1.082988 -0.403511 0.460300  -0.37
C 1.301803 -0.450260 -0.007380  0.52
H -0.909612 -0.756491 1.480668  0.21
C -0.049407 -0.318614 -0.515740  0.05
C -2.253563 0.164731 0.099788  -0.21
N 2.170223 0.598746 0.033988  -0.82
O 1.583379 -1.610209 0.289541  -0.59
H 1.953073 1.412241 -0.522441  0.40

Cartesian forces (eV/Å) of the 2 atoms listed first:
H -0.14 0.03 0.05
H 0.17 -0.03 -0.05